15
Properties=species:S:1:pos:R:3:forces:R:3:lowdin_charge:R:1 method="wB97M-V/def2-TZVPD" total_energy_ev=-21586.0522 orbital_gap_ev=10.3 smiles="N[C@H]1CNS(=O)(=O)N1" e_above_lowest_kcal_mol=0.1 total_charge=0
C -0.234 0.705 0.975 -2.21 1.18 -0.13 -0.276
C 0.437 0.931 -0.389 2.14 -0.43 2.34 -0.277
N -0.983 -0.523 0.794 0.31 -0.49 1.08 -0.146
N 1.290 -0.607 -0.262 -1.72 0.87 -2.29 -0.095
N -0.378 1.093 -1.550 1.69 0.90 2.35 0.090
O 0.275 -2.755 0.772 -0.04 1.32 -1.83 -0.323
O -0.721 -1.724 -1.307 -0.31 -0.85 -2.27 -0.281
S -0.012 -1.613 -0.105 0.30 -0.16 4.84 0.567
H 0.462 0.765 1.855 -0.24 -0.29 -0.93 0.123
H -1.068 1.424 1.158 0.94 0.24 -0.15 0.126
H 1.262 1.748 -0.157 -1.62 -1.66 -1.41 0.171
H -1.402 -0.830 1.690 0.54 -0.42 -1.06 0.121
H 1.798 -0.689 0.597 0.42 0.29 0.63 0.059
H 0.054 1.800 -2.109 -0.16 -0.25 -0.94 0.079
H -0.780 0.274 -1.961 -0.05 -0.25 -0.23 0.062